Entry w
# C10H30IO8

A 6-piece molecular cluster, C10H30IO8 overall (ωB97M-V/def2-TZVPD, the Open Molecules 2025 dataset).

Last columns: bonded neighbours and bond lengths (Å).
Atoms and positions in Å:
1 I -0.661 -0.050 -0.242  no bonds
2 C -0.629 3.778 2.487  C3 1.487, H5 1.090, H6 1.090, H7 1.090
3 C -1.519 4.202 1.375  C2 1.487, O4 1.406, H8 1.090, H9 1.090
4 O -0.958 3.558 0.258  C3 1.406, H10 0.960
5 H -1.062 4.001 3.462  C2 1.090
6 H 0.354 4.229 2.353  C2 1.090
7 H -0.596 2.693 2.587  C2 1.090
8 H -1.595 5.283 1.263  C3 1.090
9 H -2.485 3.737 1.574  C3 1.090
10 H -0.924 2.609 0.399  O4 0.960
11 C 2.322 -2.275 2.334  C12 1.514, H14 1.090, H15 1.090, H16 1.090
12 C 0.959 -2.257 2.994  C11 1.514, O13 1.403, H17 1.090, H18 1.090
13 O 0.004 -2.792 2.117  C12 1.403, H19 0.960
14 H 2.977 -1.784 3.053  C11 1.090
15 H 2.163 -1.770 1.381  C11 1.090
16 H 2.571 -3.294 2.040  C11 1.090
17 H 0.722 -1.201 3.120  C12 1.090
18 H 0.868 -2.647 4.008  C12 1.090
19 H -0.197 -2.286 1.327  O13 0.960
20 C 1.206 -2.377 -3.773  C21 1.532, O23 1.381, H24 1.090, H25 1.090
21 C 2.277 -2.105 -4.834  C20 1.532, O22 1.477, H26 1.090, H27 1.090
22 O 1.518 -1.759 -6.053  C21 1.477, H28 0.960
23 O 0.289 -1.358 -3.605  C20 1.381, H29 0.960
24 H 1.689 -2.315 -2.798  C20 1.090
25 H 0.761 -3.369 -3.695  C20 1.090
26 H 2.797 -3.022 -5.113  C21 1.090
27 H 2.902 -1.292 -4.464  C21 1.090
28 H 1.973 -2.244 -6.745  O22 0.960
29 H -0.072 -1.441 -2.719  O23 0.960
30 C -3.985 -0.657 4.553  C31 1.594, O33 1.444, H34 1.090, H35 1.090
31 C -3.165 -1.170 3.287  C30 1.594, O32 1.422, H36 1.090, H37 1.090
32 O -3.529 -0.516 2.079  C31 1.422, H38 0.960
33 O -3.485 -1.371 5.705  C30 1.444, H39 0.960
34 H -5.069 -0.769 4.526  C30 1.090
35 H -3.724 0.382 4.753  C30 1.090
36 H -3.369 -2.232 3.149  C31 1.090
37 H -2.078 -1.194 3.376  C31 1.090
38 H -2.702 -0.369 1.615  O32 0.960
39 H -3.202 -2.270 5.524  O33 0.960
40 C 2.285 1.324 -3.322  C41 1.495, O43 1.434, H44 1.090, H45 1.090
41 C 1.271 2.312 -2.842  C40 1.495, O42 1.450, H46 1.090, H47 1.090
42 O -0.031 1.818 -3.245  C41 1.450, H48 0.960
43 O 2.374 1.194 -4.747  C40 1.434, H49 0.960
44 H 2.080 0.394 -2.793  C40 1.090
45 H 3.282 1.705 -3.104  C40 1.090
46 H 1.492 3.256 -3.341  C41 1.090
47 H 1.158 2.462 -1.768  C41 1.090
48 H -0.471 1.744 -2.394  O42 0.960
49 H 3.212 1.503 -5.100  O43 0.960

Values from the calculation:
- E_HOMO: -5.26 eV
- Charge: -1

=====

Entry x
# C10H30IO8

A 6-piece molecular cluster, C10H30IO8 overall (ωB97M-V/def2-TZVPD, the Open Molecules 2025 dataset).

Last columns: bonded neighbours and bond lengths (Å).
Atoms and positions in Å:
1 I 0.174 -2.562 0.492  no bonds
2 C -5.100 -5.564 4.155  C3 1.473, H5 1.090, H6 1.090, H7 1.090
3 C -5.696 -4.443 3.408  C2 1.473, O4 1.412, H8 1.090, H9 1.090
4 O -4.786 -3.387 3.630  C3 1.412, H10 0.960
5 H -4.084 -5.914 3.972  C2 1.090
6 H -5.791 -6.396 4.015  C2 1.090
7 H -5.151 -5.325 5.217  C2 1.090
8 H -6.649 -4.055 3.769  C3 1.090
9 H -5.869 -4.503 2.333  C3 1.090
10 H -3.891 -3.526 3.313  O4 0.960
11 C 8.202 -0.717 0.890  C12 1.530, H14 1.090, H15 1.090, H16 1.090
12 C 7.440 -1.562 -0.133  C11 1.530, O13 1.460, H17 1.090, H18 1.090
13 O 6.317 -0.980 -0.862  C12 1.460, H19 0.960
14 H 7.657 0.045 1.448  C11 1.090
15 H 9.052 -0.215 0.427  C11 1.090
16 H 8.530 -1.335 1.725  C11 1.090
17 H 7.065 -2.438 0.397  C12 1.090
18 H 8.049 -1.935 -0.956  C12 1.090
19 H 5.483 -1.369 -0.586  O13 0.960
20 C -6.024 -1.233 -2.575  C21 1.528, O23 1.417, H24 1.090, H25 1.090
21 C -7.513 -1.449 -2.314  C20 1.528, O22 1.446, H26 1.090, H27 1.090
22 O -8.138 -0.148 -2.226  C21 1.446, H28 0.960
23 O -5.317 -0.315 -1.758  C20 1.417, H29 0.960
24 H -5.824 -0.989 -3.618  C20 1.090
25 H -5.562 -2.207 -2.414  C20 1.090
26 H -7.810 -2.055 -1.458  C21 1.090
27 H -7.870 -1.971 -3.202  C21 1.090
28 H -9.003 -0.295 -2.615  O22 0.960
29 H -4.382 -0.521 -1.694  O23 0.960
30 C 3.247 4.858 4.727  C31 1.567, O33 1.395, H34 1.090, H35 1.090
31 C 3.131 3.336 4.370  C30 1.567, O32 1.418, H36 1.090, H37 1.090
32 O 2.861 3.125 2.994  C31 1.418, H38 0.960
33 O 4.031 5.527 3.788  C30 1.395, H39 0.960
34 H 3.580 5.090 5.739  C30 1.090
35 H 2.292 5.384 4.714  C30 1.090
36 H 2.450 2.828 5.052  C31 1.090
37 H 4.132 3.050 4.694  C31 1.090
38 H 2.373 2.314 2.831  O32 0.960
39 H 4.951 5.380 4.020  O33 0.960
40 C 0.744 2.132 -5.271  C41 1.555, O43 1.482, H44 1.090, H45 1.090
41 C 1.705 2.847 -6.263  C40 1.555, O42 1.415, H46 1.090, H47 1.090
42 O 2.058 4.132 -5.787  C41 1.415, H48 0.960
43 O 1.260 2.244 -3.887  C40 1.482, H49 0.960
44 H 0.477 1.088 -5.431  C40 1.090
45 H -0.171 2.719 -5.351  C40 1.090
46 H 1.260 3.060 -7.234  C41 1.090
47 H 2.583 2.215 -6.398  C41 1.090
48 H 2.149 4.666 -6.580  O42 0.960
49 H 1.376 1.369 -3.508  O43 0.960

Values from the calculation:
- E_HOMO: -3.62 eV
- Charge: -1

=====

Least stable: entry x